Entry from the OMol25 dataset: a structure of composition C9H40AgF6N15O17S2 at a distorted geometry (ωB97M-V/def2-TZVPD).

Computed properties:
charge: +1
HOMO (alpha / beta): -11.567 / -11.567 eV
spin multiplicity: 2
gap between HOMO and LUMO (alpha / beta): 9.19 / 3.88 eV
lowest unoccupied orbital energy (alpha / beta): -2.38 / -7.68 eV

Last column: Löwdin spin population.
CARTESIAN COORDINATES (ANGSTROEM)
Ag1 -3.49350 1.50741 0.42417  0.000
C1 0.41039 -1.55734 -0.31548  0.000
F1 0.22773 -1.67465 0.97239  0.000
F2 1.64924 -1.29740 -0.59431  0.000
F3 0.07339 -2.75133 -0.82293  0.000
S1 -0.69881 -0.07715 -1.10106  0.000
O1 0.12376 0.79088 -1.96689  0.000
O2 -1.72935 -0.80174 -1.82075  0.000
N1 -1.36097 0.88445 0.24390  0.000
S2 -0.18466 1.54520 1.02413  0.000
O3 1.14566 1.27661 0.56674  0.000
O4 -0.42406 2.94741 1.27544  0.000
C2 -0.31162 0.77716 2.81631  0.000
F4 -1.29561 -0.14086 2.74096  0.000
F5 0.89182 0.19572 3.13389  0.000
F6 -0.60019 1.73928 3.72177  0.000
O5 3.60412 -0.86164 4.86136  0.000
H1 3.22966 0.01768 4.80829  0.000
H2 3.65198 -1.04588 5.79944  0.000
O6 -3.88217 -0.82565 0.44259  0.000
H3 -3.17342 -1.41137 0.70874  0.000
H4 -4.68265 -1.30688 0.65208  0.000
O7 -3.65010 1.31301 -1.84260  0.000
H5 -3.89772 0.65795 -2.49516  0.000
H6 -3.20078 1.99337 -2.34405  0.000
O8 -1.74401 2.78994 -2.87679  0.000
H7 -0.94274 3.15230 -2.49877  0.000
H8 -1.81523 3.20848 -3.73469  0.000
O9 -0.07173 0.70426 -5.04125  0.000
H9 -0.78762 1.33498 -5.11820  0.000
H10 0.29794 0.86554 -4.17317  0.000
O10 -3.79374 1.03556 2.50972  0.000
H11 -3.93035 0.13570 2.80607  0.000
H12 -4.55959 1.51244 2.82956  0.000
C3 4.28969 -2.33207 -1.89340  0.001
O11 5.33112 -1.85891 -1.44703  0.018
N2 3.74727 -1.88614 -2.99900  0.003
N3 3.68005 -3.32991 -1.43053  0.000
H13 2.97635 -2.27385 -3.52385  0.000
H14 4.35729 -1.24097 -3.48038  0.000
H15 3.85430 -3.54444 -0.45909  0.000
H16 2.71080 -3.41162 -1.70254  0.000
C4 4.35790 1.72047 -0.80063  0.079
O12 5.20057 1.95556 -1.67972  0.752
N4 4.05731 0.52252 -0.27935  0.059
N5 3.51236 2.56640 -0.40851  0.077
H17 4.37729 -0.19440 -0.91476  0.000
H18 3.17762 0.38237 0.19669  0.003
H19 3.65343 3.52888 -0.68026  0.001
H20 2.71624 2.19059 0.08651  0.004
C5 -4.37884 -1.49519 -3.70469  0.000
O13 -4.37032 -0.26089 -3.83642  0.000
N6 -4.55078 -2.38218 -4.58107  0.000
N7 -4.30155 -2.03670 -2.53639  0.000
H21 -4.08943 -3.27510 -4.48129  0.000
H22 -4.98138 -2.05168 -5.43280  0.000
H23 -3.91301 -1.38842 -1.86642  0.000
H24 -4.11162 -3.02533 -2.61777  0.000
C6 1.45112 6.34352 0.68420  0.000
O14 2.33396 7.16571 0.47450  0.000
N8 0.24843 6.58178 0.29066  0.000
N9 1.53260 5.07198 1.06050  0.001
H25 0.03653 7.45704 -0.16665  0.000
H26 -0.24105 5.84113 -0.19095  0.000
H27 0.63379 4.68670 1.31306  0.000
H28 2.35677 4.83201 1.59273  0.000
C7 3.37116 -3.62176 2.04587  0.000
O15 3.37817 -4.44863 1.17978  0.000
N10 3.74392 -2.40855 1.91579  0.000
N11 3.09509 -3.99375 3.28106  0.000
H29 4.01386 -2.02537 1.02114  0.000
H30 3.47531 -1.75644 2.63878  0.000
H31 3.15394 -4.98741 3.45215  0.000
H32 3.16154 -3.25526 3.96685  0.000
C8 0.33369 -2.97259 -4.27040  0.000
O16 1.52088 -2.86226 -4.52241  0.000
N12 -0.20826 -4.10156 -4.01271  0.000
N13 -0.55645 -1.99286 -4.22207  0.000
H33 -1.18808 -4.34585 -3.99308  0.000
H34 0.38428 -4.91926 -4.03194  0.000
H35 -0.34367 -1.02713 -4.42748  0.000
H36 -1.48405 -2.30225 -3.96922  0.000
C9 -3.69775 1.21435 6.31265  0.000
O17 -4.46614 1.23661 5.30084  0.000
N14 -4.03046 1.00533 7.54857  0.000
N15 -2.39342 1.22293 6.18890  0.000
H37 -4.94754 1.16046 7.94227  0.000
H38 -3.25990 0.99669 8.20146  0.000
H39 -2.00932 1.46721 5.28730  0.000
H40 -1.77669 1.22542 6.98873  0.000

Entry from the OMol25 dataset: a cluster of 8 separate species, C72H152N8O8 in total at a distorted geometry (ωB97M-V/def2-TZVPD).

Computed properties:
HOMO: -7.939 eV
spin multiplicity: 1
SMILES: CC1(C)CCCC(C)(C)N1O.CC1(C)CCCC(C)(C)N1O.CC1(C)CCCC(C)(C)N1O.CC1(C)CCCC(C)(C)N1O.CC1(C)CCCC(C)(C)N1O.CC1(C)CCCC(C)(C)N1O.CC1(C)CCCC(C)(C)N1O.CC1(C)CCCC(C)(C)N1O
gap between HOMO and LUMO: 8.37 eV
lowest unoccupied orbital energy: 0.43 eV

Last column: Löwdin charge in e.
CARTESIAN COORDINATES (ANGSTROEM)
C1 3.46405 -22.29712 7.32517  -0.024
C2 2.63085 -21.46626 8.33191  -0.499
C3 2.68126 -22.07434 9.74571  -0.027
C4 3.30603 -20.08649 8.22273  -0.137
C5 2.44026 -18.99137 8.85176  -0.156
C6 1.00853 -19.00074 8.20690  -0.130
C7 0.29604 -20.32629 8.25844  -0.500
C8 -0.24913 -20.53827 9.69720  -0.014
C9 -0.84766 -20.35102 7.27595  -0.035
N1 1.26130 -21.37863 7.84671  -0.090
O1 0.61440 -22.63075 7.88606  -0.026
H1 4.50872 -22.02615 7.44536  0.086
H2 3.10578 -23.32797 7.38036  0.073
H3 3.18790 -22.02817 6.30106  0.074
H4 2.23667 -21.39532 10.47754  0.067
H5 2.05874 -22.97019 9.86596  0.078
H6 3.55182 -22.52220 10.23854  0.083
H7 4.26613 -20.11832 8.74410  0.120
H8 3.54603 -19.75047 7.21348  0.122
H9 2.31982 -19.06922 9.93275  0.103
H10 2.78395 -17.98284 8.61328  0.088
H11 1.10684 -18.64977 7.17250  0.109
H12 0.55370 -18.13377 8.69234  0.106
H13 -1.32582 -20.36159 9.75285  0.077
H14 0.29472 -19.96951 10.44708  0.074
H15 -0.21330 -21.60192 9.94824  0.076
H16 -1.51191 -19.51132 7.52930  0.085
H17 -1.53568 -21.16448 7.51802  0.090
H18 -0.61514 -20.17859 6.22797  0.063
H19 0.58154 -22.93418 6.96956  0.077
C10 -1.11062 -19.15870 2.82146  -0.033
C11 -1.18562 -17.73808 3.36199  -0.456
C12 -0.15862 -17.67587 4.52597  -0.023
C13 -0.69893 -16.72818 2.31857  -0.133
C14 -1.10477 -15.30389 2.62913  -0.188
C15 -2.60504 -15.25684 2.78283  -0.141
C16 -3.09542 -16.13334 3.95144  -0.499
C17 -2.71977 -15.40162 5.23861  -0.027
C18 -4.62890 -16.12541 3.87547  -0.031
N2 -2.59025 -17.48994 3.81198  -0.085
O2 -2.88174 -18.33080 4.89110  -0.002
H20 -1.68580 -19.14058 1.88441  0.069
H21 -0.13227 -19.56310 2.56987  0.079
H22 -1.65536 -19.90228 3.40383  0.072
H23 -0.28554 -16.69789 5.00055  0.049
H24 -0.26618 -18.33158 5.39417  0.047
H25 0.89126 -17.81466 4.26233  0.092
H26 0.39628 -16.71212 2.26278  0.116
H27 -0.91690 -16.97035 1.27220  0.103
H28 -0.50648 -14.87166 3.44189  0.101
H29 -0.85270 -14.50627 1.91936  0.091
H30 -3.00240 -15.66712 1.84796  0.108
H31 -2.92141 -14.22022 2.89401  0.125
H32 -3.14559 -14.40523 5.37409  0.091
H33 -1.64963 -15.40420 5.44204  0.050
H34 -3.13754 -15.89221 6.12586  0.066
H35 -5.13330 -16.18134 4.84262  0.072
H36 -5.09524 -16.87231 3.22715  0.084
H37 -4.98510 -15.19231 3.42747  0.081
H38 -3.59596 -18.89738 4.57882  0.109
C19 1.01987 -24.16338 2.11134  -0.020
C20 0.33277 -23.61906 3.39391  -0.494
C21 0.93343 -22.25259 3.73974  -0.032
C22 -1.16718 -23.37950 3.06600  -0.127
C23 -2.06302 -24.62857 3.14514  -0.149
C24 -1.72192 -25.37436 4.47366  -0.142
C25 -0.24453 -25.77091 4.70521  -0.508
C26 -0.14458 -26.20105 6.14918  -0.045
C27 0.15620 -26.82900 3.71933  -0.030
N3 0.41467 -24.45157 4.57601  -0.097
O3 1.74418 -24.52184 5.07895  -0.025
H39 0.40407 -24.85153 1.53306  0.068
H40 1.50884 -23.37683 1.54064  0.077
H41 1.86364 -24.79876 2.40935  0.081
H42 1.89112 -22.25308 4.25759  0.072
H43 1.03369 -21.63159 2.84506  0.074
H44 0.29936 -21.60022 4.35034  0.066
H45 -1.50650 -22.59666 3.74545  0.107
H46 -1.12552 -22.93661 2.06707  0.105
H47 -3.10688 -24.34008 3.25353  0.107
H48 -1.94212 -25.37304 2.35955  0.096
H49 -2.48864 -26.15570 4.54602  0.119
H50 -2.04601 -24.78623 5.33873  0.116
H51 -0.71901 -27.08456 6.44378  0.092
H52 -0.34072 -25.40768 6.87513  0.085
H53 0.82171 -26.56694 6.52476  0.088
H54 -0.11903 -26.66750 2.67572  0.068
H55 -0.40803 -27.72177 4.01404  0.091
H56 1.20052 -27.14409 3.67218  0.091
H57 1.65903 -24.31681 6.01458  0.057
C28 -0.40994 -22.99027 -3.73123  -0.030
C29 -1.90291 -22.99968 -3.34895  -0.504
C30 -2.89504 -23.34915 -4.47112  -0.020
C31 -2.07103 -24.09812 -2.28099  -0.164
C32 -3.24898 -24.01712 -1.33902  -0.158
C33 -3.33065 -22.61130 -0.70126  -0.134
C34 -3.19599 -21.43730 -1.67894  -0.478
C35 -4.57006 -21.16250 -2.31832  -0.016
C36 -2.70796 -20.21176 -0.90879  -0.039
N4 -2.15070 -21.70428 -2.71373  -0.120
O4 -2.18224 -20.66258 -3.65990  -0.022
H58 -0.18793 -24.06223 -3.80175  0.082
H59 -0.20349 -22.55806 -4.71196  0.077
H60 0.29622 -22.57489 -3.01713  0.085
H61 -3.92774 -23.14919 -4.19000  0.070
H62 -2.67460 -22.78974 -5.38241  0.081
H63 -2.87217 -24.41006 -4.72508  0.082
H64 -2.06589 -25.10062 -2.71929  0.118
H65 -1.14427 -24.12446 -1.69444  0.117
H66 -4.19375 -24.31871 -1.79075  0.113
H67 -3.02172 -24.69780 -0.51599  0.105
H68 -2.68668 -22.46490 0.17194  0.100
H69 -4.29553 -22.56060 -0.18649  0.115
H70 -5.42287 -21.72125 -1.92460  0.082
H71 -4.62631 -21.34806 -3.38995  0.070
H72 -4.84192 -20.11850 -2.13988  0.066
H73 -3.00668 -19.28279 -1.40066  0.048
H74 -1.63420 -20.22233 -0.73667  0.092
H75 -3.24915 -20.15424 0.04099  0.089
H76 -1.32469 -20.22719 -3.59160  0.107
C37 -2.53441 -16.25749 -1.07624  -0.033
C38 -3.36078 -15.18896 -1.86986  -0.469
C39 -4.07873 -14.38924 -0.77110  -0.048
C40 -2.45825 -14.16883 -2.58915  -0.111
C41 -2.12238 -14.47639 -4.08426  -0.182
C42 -3.36851 -14.95474 -4.76404  -0.165
C43 -4.06544 -16.15679 -4.08838  -0.507
C44 -5.39298 -16.36344 -4.86898  -0.028
C45 -3.05234 -17.30919 -4.33741  -0.014
N5 -4.38663 -15.78818 -2.74456  -0.110
O5 -5.10762 -16.76466 -2.04370  -0.005
H77 -1.81911 -15.69144 -0.47297  0.059
H78 -3.00244 -17.02719 -0.46598  0.071
H79 -1.88779 -16.84138 -1.74640  0.077
H80 -4.79838 -13.71023 -1.24160  0.088
H81 -4.79521 -14.98609 -0.19996  0.081
H82 -3.37184 -13.89014 -0.11238  0.080
H83 -2.79170 -13.13487 -2.52299  0.116
H84 -1.50521 -14.19807 -2.05150  0.090
H85 -1.82892 -13.50521 -4.49436  0.108
H86 -1.20214 -15.05426 -4.17364  0.101
H87 -3.14459 -15.14158 -5.81696  0.121
H88 -4.06787 -14.11058 -4.77019  0.131
H89 -5.14065 -16.31128 -5.93443  0.077
H90 -6.20743 -15.65775 -4.71830  0.086
H91 -5.83318 -17.36117 -4.79188  0.077
H92 -2.05187 -16.94598 -4.12446  0.064
H93 -2.97849 -17.41786 -5.42507  0.090
H94 -3.32871 -18.30026 -3.97619  0.067
H95 -4.69111 -17.62961 -2.20211  0.077
C46 0.98233 -13.97536 -0.25975  -0.031
C47 2.39006 -13.35255 -0.10641  -0.495
C48 2.86423 -13.50089 1.34663  -0.042
C49 3.36561 -14.21127 -0.91179  -0.123
C50 3.26567 -13.80474 -2.40757  -0.187
C51 3.38755 -12.30485 -2.58464  -0.158
C52 2.40910 -11.39256 -1.82130  -0.503
C53 3.04505 -9.99775 -1.91406  -0.044
C54 0.95845 -11.42433 -2.39172  0.002
N6 2.53772 -11.91116 -0.44462  -0.102
O6 1.83810 -11.11948 0.48924  -0.020
H96 1.08885 -14.93851 0.24224  0.076
H97 0.16197 -13.42147 0.19420  0.077
H98 0.76209 -14.19510 -1.30469  0.057
H99 2.76570 -14.55707 1.60741  0.082
H100 3.91316 -13.21641 1.45817  0.086
H101 2.39978 -12.89573 2.12706  0.075
H102 4.41630 -14.11356 -0.65088  0.122
H103 2.97414 -15.22814 -0.94554  0.119
H104 4.08382 -14.20973 -3.00839  0.111
H105 2.35424 -14.22466 -2.84596  0.099
H106 3.31329 -12.03137 -3.64317  0.123
H107 4.43642 -12.14175 -2.31957  0.124
H108 3.47895 -9.66283 -2.85843  0.083
H109 3.95920 -9.93346 -1.31502  0.088
H110 2.31576 -9.29349 -1.51027  0.079
H111 0.27620 -10.94760 -1.68343  0.076
H112 0.77996 -12.49282 -2.47420  0.057
H113 0.90357 -10.78556 -3.26961  0.088
H114 0.89694 -11.21275 0.25153  0.085
C55 1.03891 -14.13970 6.15199  -0.022
C56 2.37247 -13.85949 6.89560  -0.500
C57 3.35452 -14.92674 6.43014  -0.037
C58 2.96293 -12.48479 6.57385  -0.120
C59 2.28257 -11.31413 7.34344  -0.168
C60 2.26121 -11.59230 8.85276  -0.142
C61 1.60332 -12.93666 9.17267  -0.505
C62 1.75345 -13.28622 10.66162  -0.032
C63 0.06410 -12.71306 8.93605  -0.017
N7 2.19372 -13.97322 8.34961  -0.101
O7 1.90813 -15.26047 8.83220  -0.025
H115 1.19189 -14.23051 5.06993  0.074
H116 0.53094 -15.07616 6.38555  0.066
H117 0.35646 -13.30061 6.28344  0.064
H118 3.62010 -14.89359 5.37527  0.087
H119 4.29091 -14.78972 6.98139  0.089
H120 2.94254 -15.90440 6.68712  0.072
H121 3.98070 -12.40913 6.97007  0.117
H122 3.02795 -12.30352 5.50192  0.120
H123 2.88811 -10.43226 7.13310  0.108
H124 1.27809 -11.17574 6.94172  0.098
H125 1.72249 -10.77521 9.33444  0.118
H126 3.28610 -11.54880 9.23556  0.120
H127 2.77814 -13.46975 10.98264  0.087
H128 1.16580 -14.17324 10.90368  0.070
H129 1.30428 -12.50844 11.28285  0.085
H130 -0.16736 -12.41302 7.92400  0.059
H131 -0.26039 -12.00302 9.69604  0.085
H132 -0.31683 -13.68936 9.23597  0.049
H133 2.76622 -15.68493 8.94418  0.093
C64 -6.27271 -15.50487 10.07560  -0.037
C65 -5.16503 -14.74832 9.27539  -0.498
C66 -5.73564 -14.30573 7.94214  -0.034
C67 -4.91933 -13.45482 10.10920  -0.138
C68 -3.93996 -13.73055 11.24836  -0.173
C69 -2.67627 -14.41996 10.70366  -0.145
C70 -2.93990 -15.73857 9.99801  -0.490
C71 -1.65488 -16.15145 9.25673  -0.033
C72 -3.29552 -16.78010 11.11799  0.001
N8 -4.00942 -15.59059 8.99754  -0.119
O8 -4.26318 -16.78128 8.30434  -0.003
H134 -6.57708 -16.45401 9.61469  0.075
H135 -6.01774 -15.81465 11.08820  0.068
H136 -7.19555 -14.92344 10.09974  0.087
H137 -6.18419 -15.12333 7.37568  0.081
H138 -6.37853 -13.45514 8.16819  0.086
H139 -4.90457 -14.00577 7.30058  0.082
H140 -4.56114 -12.59501 9.53216  0.120
H141 -5.87893 -13.06928 10.45681  0.116
H142 -3.73265 -12.80946 11.79847  0.110
H143 -4.46039 -14.33087 12.00385  0.102
H144 -1.85861 -14.56209 11.40661  0.123
H145 -2.36686 -13.67794 9.95856  0.103
H146 -1.53465 -15.44417 8.43162  0.077
H147 -1.86667 -17.08305 8.72510  0.071
H148 -0.74196 -16.22197 9.84373  0.083
H149 -3.03243 -16.37093 12.09064  0.080
H150 -2.73203 -17.68264 10.88200  0.073
H151 -4.35830 -17.00537 11.12676  0.058
H152 -4.99820 -17.18355 8.79815  0.085